Entry 1:
{"formula": "C21H18N2O3S2", "method": "ωB97M-V/def2-TZVPD", "symbols": ["O", "O", "O", "S", "C", "C", "C", "C", "C", "C", "C", "C", "C", "C", "C", "C", "C", "C", "C", "C", "C", "C", "N", "N", "S", "C", "C", "C", "H", "H", "H", "H", "H", "H", "H", "H", "H", "H", "H", "H", "H", "H", "H", "H", "H", "H"], "coordinates": [[-0.81, 3.10, 2.15], [0.59, -3.91, -1.28], [1.71, 1.09, 4.21], [-4.23, -1.22, -3.16], [0.06, 2.24, 2.05], [-0.10, -3.07, -0.69], [-3.98, 0.52, -3.16], [-2.63, 0.83, -3.40], [-1.84, -0.35, -3.51], [-2.53, -1.54, -3.43], [2.75, 4.50, 0.59], [3.93, 3.90, 1.04], [1.79, -2.47, 0.82], [1.50, 3.90, 0.86], [-0.14, -1.05, 0.83], [3.82, 2.70, 1.79], [2.42, -1.57, 1.69], [0.50, -2.21, 0.35], [1.41, 2.68, 1.61], [0.42, -0.17, 1.74], [2.61, 2.12, 2.09], [1.72, -0.42, 2.14], [-0.35, 0.90, 2.20], [-1.43, -2.95, -1.07], [2.65, 0.70, 3.15], [-1.40, 0.56, 3.10], [-1.88, -2.90, -3.54], [-2.00, -3.67, -2.21], [-4.74, 1.28, -3.04], [-2.27, 1.85, -3.48], [-0.77, -0.31, -3.67], [2.85, 5.42, 0.07], [4.90, 4.36, 0.81], [2.33, -3.35, 0.45], [0.62, 4.36, 0.45], [-1.15, -0.90, 0.52], [4.78, 2.26, 2.16], [3.43, -1.76, 2.01], [-1.86, -2.06, -0.85], [-1.26, -0.45, 3.55], [-2.37, 0.61, 2.59], [-1.42, 1.29, 3.91], [-0.80, -2.80, -3.76], [-2.35, -3.49, -4.33], [-1.46, -4.63, -2.33], [-3.05, -3.91, -1.99]], "homo_energy_ev": -8.94, "homo_lumo_gap_ev": 8.52, "total_charge": 0, "de_lowest_kcal_mol": 0.0}

***

Entry 2:
{"formula": "C21H18N6O2S", "method": "ωB97M-V/def2-TZVPD", "symbols": ["C", "C", "C", "C", "C", "N", "C", "O", "C", "N", "N", "N", "C", "C", "C", "C", "C", "C", "C", "N", "C", "O", "C", "C", "C", "C", "S", "N", "C", "C", "H", "H", "H", "H", "H", "H", "H", "H", "H", "H", "H", "H", "H", "H", "H", "H", "H", "H"], "coordinates": [[-5.47, -0.52, 3.18], [-4.50, 0.12, 2.23], [-4.62, -0.08, 0.86], [-3.73, 0.50, -0.03], [-2.69, 1.28, 0.45], [-1.74, 1.89, -0.39], [-1.59, 1.76, -1.72], [-2.32, 1.15, -2.47], [-0.34, 2.49, -2.26], [0.77, 2.40, -1.37], [1.31, 3.43, -0.77], [2.27, 2.99, -0.04], [2.31, 1.65, -0.19], [3.26, 0.79, 0.48], [4.34, 1.40, 1.12], [5.28, 0.65, 1.79], [5.14, -0.73, 1.83], [4.07, -1.35, 1.22], [3.11, -0.61, 0.54], [2.01, -1.19, -0.07], [1.59, -2.49, -0.04], [2.20, -3.42, 0.45], [0.28, -2.69, -0.68], [-0.31, -3.90, -0.93], [-1.58, -3.78, -1.53], [-1.95, -2.48, -1.71], [-0.76, -1.38, -1.17], [1.35, 1.26, -1.04], [-2.56, 1.49, 1.82], [-3.46, 0.92, 2.70], [-5.21, -1.56, 3.33], [-6.48, -0.48, 2.78], [-5.46, -0.02, 4.15], [-5.42, -0.69, 0.48], [-3.84, 0.34, -1.09], [-1.07, 2.46, 0.11], [-0.09, 2.03, -3.22], [-0.56, 3.55, -2.41], [4.42, 2.48, 1.07], [6.12, 1.13, 2.27], [5.88, -1.33, 2.35], [3.96, -2.43, 1.27], [1.43, -0.53, -0.57], [0.17, -4.83, -0.70], [-2.19, -4.62, -1.81], [-2.85, -2.10, -2.14], [-1.76, 2.10, 2.20], [-3.35, 1.09, 3.76]], "homo_energy_ev": -8.49, "smiles": "Cc1ccc(NC(=O)Cn2nnc(-c3ccccc3NC(=O)c3cccs3)n2)cc1", "homo_lumo_gap_ev": 8.64, "total_charge": 0, "de_lowest_kcal_mol": 0.0}

***

Entry 3:
{"formula": "C21H19B2F4HgN6O2S", "method": "ωB97M-V/def2-TZVPD", "symbols": ["Hg", "O", "S", "O", "N", "C", "C", "C", "C", "C", "C", "C", "C", "N", "C", "C", "C", "C", "C", "C", "C", "H", "H", "H", "H", "H", "H", "H", "H", "H", "H", "H", "B", "N", "C", "C", "C", "N", "N", "C", "C", "C", "N", "H", "H", "H", "H", "H", "H", "H", "H", "F", "B", "F", "F", "F"], "coordinates": [[-0.88, 0.96, -0.14], [1.80, -0.71, 3.10], [0.97, -0.93, 1.92], [-0.42, -1.25, 2.14], [1.01, 0.27, 0.89], [2.17, 0.89, 0.42], [3.46, 0.61, 0.86], [4.55, 1.29, 0.33], [4.37, 2.26, -0.64], [3.09, 2.57, -1.11], [2.85, 3.56, -2.12], [1.54, 3.80, -2.54], [0.50, 3.09, -1.99], [0.69, 2.15, -1.02], [1.97, 1.88, -0.58], [1.68, -2.32, 1.06], [2.75, -3.02, 1.61], [3.26, -4.11, 0.92], [2.72, -4.49, -0.30], [1.65, -3.79, -0.84], [1.13, -2.70, -0.16], [3.61, -0.12, 1.64], [5.55, 1.06, 0.68], [5.22, 2.79, -1.06], [3.69, 4.10, -2.54], [1.32, 4.53, -3.31], [-0.52, 3.25, -2.31], [3.15, -2.70, 2.56], [4.10, -4.66, 1.34], [3.12, -5.34, -0.83], [1.21, -4.08, -1.79], [0.30, -2.16, -0.59], [-4.05, 2.18, 0.68], [-3.99, 0.74, 0.05], [-5.02, -0.01, -0.35], [-4.55, -1.13, -1.00], [-3.17, -1.00, -0.96], [-2.85, 0.13, -0.33], [-3.13, 2.23, 1.92], [-3.48, 2.32, 3.22], [-2.33, 2.33, 3.98], [-1.30, 2.24, 3.04], [-1.79, 2.19, 1.81], [-3.69, 2.99, -0.14], [-5.19, 2.34, 1.03], [-6.03, 0.31, -0.13], [-5.11, -1.94, -1.44], [-2.40, -1.65, -1.36], [-4.52, 2.36, 3.50], [-2.25, 2.38, 5.05], [-0.23, 2.17, 3.19], [-1.63, -3.12, -4.77], [-1.30, -3.58, -3.48], [-0.88, -2.50, -2.67], [-2.44, -4.18, -2.89], [-0.26, -4.53, -3.57]], "s_squared": 0.7689, "homo_energy_ev": [-0.08, -2.30], "multiplicity": 2, "homo_lumo_gap_ev": [4.68, 6.90], "total_charge": -2, "de_lowest_kcal_mol": 0.0}